This record from the Open Molecules 2025 dataset describes a 13-piece molecular cluster, C36H72O47S8 overall at a distorted geometry. The level of theory is the ωB97M-V functional and the def2-TZVPD basis.

Atoms and positions in Å:
S -8.691 -2.029 4.233
H 5.466 -3.000 4.424
C 0.231 1.067 -0.699
O -5.777 -6.735 -2.309
O 1.614 2.476 8.092
H -9.958 0.397 3.076
H -1.833 7.175 -10.040
C 2.898 -4.875 -4.393
H 2.213 -3.139 -5.482
O -8.036 -3.329 4.193
H -7.114 0.785 3.918
O -0.478 -1.448 -0.276
H -0.623 10.155 -3.585
O 0.735 1.649 10.387
H -1.906 8.417 -8.799
C 6.823 7.052 -5.413
H 7.029 3.827 3.843
C 6.781 5.755 -6.322
O -0.337 1.084 8.106
H 3.910 -2.897 -5.073
C 9.137 2.089 4.925
O -0.301 9.001 -1.961
O 1.440 -9.295 6.145
H 10.181 4.256 -6.126
H 11.168 1.479 6.612
O 1.738 9.382 -0.262
H -0.303 11.977 -1.421
H -4.189 -6.878 11.507
H 0.354 4.057 8.240
C 10.069 3.227 -5.783
C -2.957 -0.899 -9.111
C 1.346 -12.442 7.969
O -5.014 -5.113 11.187
H 9.800 1.996 7.683
C -6.773 9.607 -10.066
S 2.967 -5.776 -6.700
H -4.406 -7.089 -3.815
O -7.870 -0.770 4.950
H 1.045 -13.093 7.148
H -2.588 -2.167 1.468
H -7.340 9.263 -9.201
O -8.150 -7.559 -1.929
H 10.151 0.344 7.570
H 3.472 -4.876 -3.467
H -6.304 -5.000 -4.757
C -0.848 11.035 -1.489
C -7.247 1.079 -5.465
H -4.336 -5.398 -3.235
H -2.783 -0.242 -9.963
H -2.617 5.580 -8.537
C -2.472 7.615 -9.273
H 11.040 2.949 -5.376
O 8.313 -6.059 3.498
H 1.938 -12.968 8.718
O -3.698 8.022 -9.943
H -1.188 -3.015 2.256
H -6.545 1.393 -4.693
O -10.115 -1.998 4.673
H -0.481 2.010 6.262
O -1.196 -0.904 1.751
H -2.282 -5.192 9.692
S 0.300 9.051 -0.397
O 6.588 -4.644 4.699
O 6.022 -5.433 2.503
H 9.819 2.597 -6.637
H 1.001 3.698 6.641
O 8.317 1.480 4.049
S 6.882 -6.008 3.802
O -0.267 7.957 0.327
C 3.154 -3.653 -5.285
O -2.977 -4.041 11.205
H 6.910 6.078 -7.355
H -8.515 1.310 4.862
O 9.281 1.177 5.880
H 0.675 2.049 -0.537
C 7.879 2.032 2.825
H -7.374 0.018 -5.247
O -6.502 -8.889 -3.218
O 9.003 3.289 -4.838
H 4.179 -5.031 2.602
C -1.798 -2.112 2.217
H -6.369 10.588 -9.818
H -8.495 0.724 2.186
O -0.150 -10.663 7.712
H 6.643 3.607 2.186
O 2.109 -11.369 7.415
S -6.994 -7.607 -2.843
H 1.032 0.385 -0.984
O -8.617 -1.216 2.815
C -4.695 8.670 -9.381
H 5.881 2.577 3.240
S 0.972 1.179 9.034
H -1.527 2.660 7.583
H -0.743 -12.560 8.535
H -8.102 1.747 -5.572
H 7.426 1.201 2.282
H 0.030 1.376 -2.768
C 5.066 -4.459 2.875
O 3.401 -4.209 -6.530
O 1.494 -5.794 -6.986
C 0.072 -11.837 8.513
C -4.765 0.377 -8.107
C 10.164 1.255 6.971
O 3.924 -6.496 -7.574
S -4.265 -4.010 12.238
C -8.089 0.480 4.298
C 0.632 3.249 7.564
H 8.722 2.337 2.206
C -6.578 1.225 -6.809
O -0.413 0.647 0.442
C -4.985 -6.255 -3.416
C 7.816 4.058 -4.965
H 7.753 7.558 -5.672
O -3.650 -0.390 -7.967
H 0.938 10.457 -2.617
O -5.097 0.849 -9.192
O 6.737 3.866 -4.348
O 1.832 -0.002 8.869
H -1.180 0.285 -2.197
C -0.645 1.197 -1.932
O 1.754 -9.310 8.644
C 6.853 3.050 3.099
C -8.905 0.126 3.000
H -1.887 11.101 -1.813
C -2.630 6.595 -8.139
H 4.465 -4.393 4.926
H -3.546 6.795 -7.582
H 5.029 -3.640 2.157
O 7.891 4.924 -6.052
C -2.763 -5.289 10.665
C 5.341 -4.081 4.358
H -1.760 6.553 -7.484
S 1.348 -9.952 7.431
H -2.068 -5.743 11.372
O -7.242 -6.672 -4.166
O 9.728 3.208 4.803
H 6.786 6.751 -4.366
O -5.453 0.475 -6.925
H -1.942 -1.176 -8.827
O -3.947 -4.642 13.558
H -7.241 1.044 -7.655
H -1.402 1.972 -1.818
O 3.332 -5.970 -5.119
H 5.877 7.550 -5.623
H -4.317 -6.467 9.740
C -0.126 10.220 -2.617
H -3.329 -1.793 -9.611
C -6.043 -6.032 -4.525
H -6.315 2.283 -6.800
H -2.198 -1.909 3.210
H 5.835 5.249 -6.131
C -4.143 -6.096 10.750
O -4.732 9.088 -8.202
H -7.380 9.636 -10.971
O -0.583 10.423 -0.239
H -5.722 -6.523 -5.444
H 1.843 -5.048 -4.177
O -4.854 -2.651 12.214
C -0.736 -0.613 0.538
C -0.545 2.270 7.319
O 6.224 -7.209 4.353
O -5.711 8.791 -10.338
H 0.249 -11.516 9.539

Force components x, y, z for each atom (eV/Å):
S -3.263 0.753 0.372
H -0.030 -0.125 0.223
C 0.921 0.332 -2.513
O 0.367 0.705 0.634
O 1.558 -2.962 2.187
H -0.174 -0.652 0.160
H -0.389 0.295 -0.259
C -0.197 0.674 1.419
H -0.127 0.459 0.869
O -0.351 3.272 -0.025
H 0.165 0.090 0.402
O -0.217 -0.838 -1.296
H 0.149 0.271 0.225
O -0.254 -0.510 -2.303
H -0.540 0.769 -0.570
C -0.251 -2.066 -0.917
H 0.401 -0.467 0.200
C -0.376 1.730 1.300
O 0.668 -0.040 0.773
H 0.263 -0.578 0.363
C 2.197 2.721 -1.126
O 1.959 -4.084 0.810
O -0.593 -1.253 2.100
H 0.324 -0.109 -0.489
H -0.003 0.081 0.253
O -3.556 -0.850 -0.778
H -0.852 0.499 -0.081
H 0.654 -0.303 -0.331
H -0.094 0.079 0.149
C -0.437 1.932 -1.085
C 1.068 -0.023 -1.149
C -0.436 -0.327 -0.675
O -2.053 2.291 1.512
H 0.285 0.464 -0.185
C -0.862 1.395 0.925
S -0.563 0.643 -1.268
H 0.454 -0.003 0.578
O -0.443 -1.593 1.023
H 0.497 -0.202 -0.076
H -0.491 -1.219 0.524
H -0.198 -0.076 -0.073
O 2.955 0.524 -2.328
H -0.129 -0.378 -0.769
H -0.085 0.049 -0.057
H 0.183 0.064 0.265
C 1.488 1.785 -1.882
C 1.112 -0.793 -0.415
H -0.495 -0.115 0.664
H -0.575 0.846 0.442
H -0.648 -0.076 -0.122
C 0.394 -0.242 1.260
H -0.574 -0.333 0.708
O -3.131 0.297 0.559
H -0.048 0.098 -0.123
O 0.559 -0.508 -0.527
H 0.360 0.332 -0.362
H -0.183 0.481 0.046
O 3.778 0.039 -0.854
H -0.410 -0.473 0.144
O 0.771 2.087 1.550
H -0.474 0.041 -0.025
S 0.320 1.668 -1.374
O 0.303 -1.792 -0.311
O 2.538 -0.987 0.885
H -0.107 -0.103 0.162
H -0.125 -0.158 -0.072
O 0.541 -0.470 0.885
S 0.428 -0.813 -0.061
O 0.489 1.010 -0.672
C -1.975 0.479 -0.248
O -1.218 2.580 1.608
H -0.199 -0.327 -0.004
H -0.208 -0.677 0.551
O -0.707 -0.671 -0.070
H -0.072 -0.125 0.579
C 0.763 -0.061 -0.052
H -1.011 0.072 -0.020
O 0.044 0.263 -0.345
O -2.764 0.561 1.452
H -0.866 0.494 1.145
C -0.850 0.436 -1.572
H -0.441 0.338 -0.080
H 0.060 -0.422 -0.183
O 0.729 0.642 -0.842
H 0.255 0.187 -0.294
O 0.260 0.534 -0.556
S -2.519 0.053 1.333
H 0.136 -0.172 0.400
O -0.192 -2.431 -0.569
C -1.174 1.130 2.293
H 0.058 -0.102 0.701
S 2.502 0.049 -0.083
H 0.175 0.074 -0.117
H -0.226 0.481 -0.583
H -0.329 -0.527 0.757
H 0.036 -0.117 0.168
H -0.173 0.432 -0.080
C -0.821 -0.822 -0.693
O 1.086 -1.306 -3.235
O 4.199 -0.342 1.107
C 0.784 0.681 1.159
C -0.646 0.203 -2.126
C 0.340 1.100 0.618
O -2.761 1.991 2.784
S 0.556 0.132 0.429
C 0.224 -0.210 -2.015
C -1.756 0.708 0.040
H 0.130 0.433 0.287
C -1.528 2.316 -0.402
O -1.100 1.106 1.983
C -0.944 -1.140 -1.337
C -1.933 -1.163 -1.090
H -0.391 0.516 0.246
O -0.819 0.057 0.643
H 0.006 0.172 -0.681
O 0.181 -0.553 2.348
O 4.803 0.601 -1.574
O -2.189 2.712 -0.061
H 0.120 -0.190 0.287
C -0.429 -0.316 -0.086
O -0.425 0.250 -0.800
C -1.774 1.374 -1.193
C 0.408 1.836 1.138
H -0.160 0.049 1.015
C -0.369 -0.662 -0.679
H 0.515 -0.255 0.604
H 0.207 -0.132 0.161
H 0.831 0.236 0.195
O 1.111 -1.702 1.696
C 0.616 -2.333 1.303
C -0.996 0.693 -1.314
H -0.036 0.691 0.126
S -0.394 -1.034 0.270
H 0.324 -0.589 -0.446
O -0.733 -1.186 1.815
O -2.398 -4.097 0.571
H 0.235 0.053 -0.010
O 3.894 -2.323 -0.934
H -0.191 0.140 0.730
O -0.938 1.496 -3.995
H -0.180 -0.048 0.061
H 0.205 0.224 -0.148
O 0.223 -2.592 -1.869
H 0.391 0.650 -0.092
H -0.885 0.162 0.229
C -0.168 0.470 2.391
H -0.962 -0.125 0.728
C 0.399 0.583 -1.212
H 0.175 0.272 -0.704
H 0.096 0.176 -0.219
H 0.162 -0.249 -0.298
C 2.111 0.591 -0.023
O -0.176 -0.977 -3.490
H -0.016 0.060 0.208
O 0.315 -0.998 1.022
H 0.295 0.256 -0.074
H -0.071 0.532 0.144
O 1.313 -4.066 -0.266
C 0.725 -2.270 0.956
C -0.071 0.517 -0.672
O 1.235 3.076 -1.219
O 3.692 -2.010 0.832
H -0.162 0.144 0.127

Values from the calculation:
* HOMO-LUMO gap: 10.286 eV
* E_tot: -8136.187417 a.u.
* HOMO energy: -10.52 eV
* LUMO: -0.233 eV
* 2S+1: 1